{"formula": "C39H35ClFeN2Si2", "method": "ωB97M-V with the def2-TZVPD basis set", "orbital_gap_ev": [4.64, 7.61], "multiplicity": 5, "de_lowest_kj_mol": 650.28, "lumo_energy_ev": [-0.47, -0.73], "elements": ["C", "C", "C", "H", "C", "C", "H", "H", "H", "H", "Fe", "Si", "C", "C", "H", "C", "H", "C", "H", "C", "H", "C", "H", "C", "C", "H", "C", "H", "C", "H", "C", "H", "C", "H", "H", "Si", "C", "C", "H", "C", "H", "C", "H", "C", "H", "C", "H", "C", "C", "H", "C", "H", "C", "H", "C", "H", "C", "H", "H", "Cl", "C", "C", "C", "C", "N", "C", "C", "C", "C", "C", "C", "N", "H", "H", "H", "H", "H", "H", "H", "H"], "coordinates": [[-1.6153, -0.7732, 1.0000], [-2.0688, -0.0780, -0.1918], [-1.6532, -0.8370, -1.3489], [-2.7451, 0.7567, -0.2111], [-0.9094, -2.0011, -0.8621], [-0.8915, -1.9393, 0.5736], [-0.5174, -2.7032, 1.2407], [-1.9098, -0.5389, 2.0330], [-1.9429, -0.6820, -2.3775], [-0.5163, -2.7913, -1.4788], [-0.1149, -0.2799, -0.2299], [-0.7279, -0.0788, -6.8769], [0.0810, 1.4434, -7.8310], [1.4325, 1.5699, -8.2227], [2.1477, 0.7510, -8.0367], [1.9016, 2.7618, -8.8312], [2.9382, 2.8321, -9.1685], [1.0159, 3.8295, -9.0475], [1.3520, 4.7216, -9.5754], [-0.3257, 3.7040, -8.6538], [-1.0250, 4.5114, -8.8405], [-0.7900, 2.5244, -8.0369], [-1.8266, 2.4443, -7.6915], [0.3062, -1.3892, -7.8061], [-0.0667, -1.5560, -9.1488], [-0.8540, -0.9214, -9.5499], [0.5930, -2.4919, -9.9623], [0.2679, -2.6096, -10.9925], [1.6473, -3.2735, -9.4797], [2.0978, -4.0516, -10.0911], [2.0732, -3.0697, -8.1661], [2.8839, -3.6778, -7.7528], [1.4478, -2.1061, -7.3624], [1.8730, -1.9155, -6.3772], [-2.1923, -0.0163, -7.0457], [1.7902, 0.6067, -4.5694], [0.6722, -1.0606, -4.7287], [-0.7777, -1.2234, -4.7260], [-1.5666, -0.4258, -4.7949], [-1.3610, -2.5036, -4.5111], [-2.4335, -2.6052, -4.6693], [-0.6018, -3.5938, -4.1438], [-1.0582, -4.5960, -4.0875], [0.7646, -3.3873, -3.9149], [1.3839, -4.2179, -3.6165], [1.3701, -2.1417, -4.1160], [2.3928, -2.0032, -3.7568], [0.4409, 1.9543, -4.6260], [-0.7921, 1.8013, -3.9520], [-1.0535, 0.8354, -3.5022], [-1.7216, 2.8381, -3.8268], [-2.6974, 2.6256, -3.4180], [-1.4291, 4.1307, -4.2514], [-2.1537, 4.9458, -4.1168], [-0.1638, 4.2996, -4.7887], [0.1140, 5.2808, -5.1024], [0.7733, 3.2697, -4.9707], [1.7457, 3.4990, -5.4250], [3.1154, 0.9238, -3.9140], [0.9829, 0.3479, -2.1194], [0.0735, 3.9199, 0.7107], [1.1680, 4.0116, 1.5719], [1.8065, 2.8139, 1.9041], [1.4056, 1.6012, 1.3057], [0.2462, 1.4922, 0.5489], [-0.3872, 2.6563, 0.2605], [2.1697, 0.3780, 1.3947], [3.4225, 0.2853, 2.0541], [4.2019, -0.8747, 1.9155], [3.6568, -1.9434, 1.1777], [2.3540, -1.8295, 0.6363], [1.5910, -0.7001, 0.7302], [-0.4672, 4.8155, 0.4134], [1.5149, 4.9671, 1.9739], [2.6365, 2.7762, 2.6146], [-1.2763, 2.5696, -0.3762], [3.7620, 1.1366, 2.6649], [5.2091, -0.9358, 2.3591], [4.2184, -2.8874, 1.0429], [1.9070, -2.6780, 0.0934]]}